# C3H12NO3

A 4-piece molecular cluster, C3H12NO3 overall at a distorted geometry (the ωB97M-V functional and the def2-TZVPD basis, the OMol25 dataset).

- maximum force (eV/Å) = 10.9
- spin multiplicity = 2
- calculated total energy (a.u.) = -401.813755
- HOMO (spin up / spin down) (eV) = -4.413 / -8.489

Each line ends with the Löwdin spin population.
Positions of all 19 atoms, in Å:
C: 0.433 -1.913 0.037  0.0146
C: 1.134 -2.725 -0.793  0.1468
C: -0.516 0.193 0.490  0.4958
N: -0.196 -0.677 -0.318  0.2063
H: 0.383 -2.303 1.083  -0.0032
H: 1.359 -2.393 -1.843  0.0111
H: 1.676 -3.523 -0.305  0.0137
H: -0.828 1.143 0.219  0.0498
H: -0.485 0.044 1.633  0.0385
H: -0.267 -0.555 -1.356  0.0010
H: 2.067 1.433 -0.832  0.0027
H: 1.450 2.398 -1.696  0.0003
O: 1.363 1.508 -1.435  0.0135
H: -1.461 -0.230 4.325  -0.0001
H: -0.927 1.232 4.085  0.0001
O: -1.036 0.484 3.576  0.0066
H: -1.152 1.975 -3.015  0.0000
H: -1.787 2.296 -1.744  0.0002
O: -1.211 1.612 -2.110  0.0023